[1]
# C25H41BrF4N3O13

A 5-piece molecular cluster, C25H41BrF4N3O13 overall in a non-equilibrium geometry (ωB97M-V/def2-TZVPD, the Open Molecules 2025 dataset).

Geometry (Å):
C 0.93576 4.03651 3.44504
C 0.84026 2.61735 2.58256
C 0.82146 3.04959 0.96693
C 0.69933 1.76397 -0.04091
C -0.82526 1.24427 -0.33478
C -2.01353 2.10080 0.39937
C -3.41918 1.19741 0.38404
C -3.90900 0.72484 1.87480
C -2.83246 -0.18835 2.70732
N -3.07231 -1.69359 2.60737
C -1.73304 -2.23162 2.06169
N -1.65535 -2.84098 0.64965
O -2.27941 -2.06437 -0.25326
N -0.56793 -2.16200 2.83594
C 0.76988 -2.65444 2.29072
C 0.99192 -4.27509 2.40834
C 2.60059 -4.54091 2.03742
Br 0.47420 -5.05808 4.19177
H 1.08610 3.73862 4.58330
H -0.04915 4.67569 3.31956
H 1.84075 4.63047 2.99171
H -0.12908 2.04990 2.91266
H 1.84042 2.00239 2.77002
H 1.90473 3.51609 0.77859
H 0.06565 3.92597 0.74778
H 1.19218 2.05096 -1.07587
H 1.37888 0.90268 0.42205
H -0.90028 0.13019 0.08706
H -0.93435 1.18502 -1.52187
H -2.21622 3.07429 -0.25706
H -1.82146 2.35448 1.52637
H -4.26212 1.93740 -0.02397
H -3.38000 0.30342 -0.37154
H -4.07713 1.72465 2.50292
H -4.93420 0.15373 1.89168
H -1.75911 0.14598 2.36985
H -2.89560 0.06626 3.87093
H -3.85664 -1.92250 1.95708
H -2.18060 -3.73954 0.72546
H -1.62340 -2.00129 -1.03240
H -0.62841 -1.72003 3.80026
H 0.87147 -2.27012 1.16796
H 1.61484 -2.09424 2.89069
H 0.37866 -4.81538 1.53933
H 2.73487 -5.33542 1.18456
H 3.02832 -3.51904 1.59287
H 3.25292 -4.75288 2.99972
C -1.54910 4.47720 -4.44575
C -1.97239 4.68712 -3.03208
O -1.04233 3.92800 -2.29343
C 0.09443 3.93139 -3.04473
O 1.19486 3.61746 -2.62241
O -0.14745 4.33730 -4.32856
F -3.20550 4.17638 -2.81699
H -1.96953 3.56531 -4.88290
H -1.80626 5.32451 -5.08710
H -1.93872 5.73145 -2.70383
C 3.37714 0.55698 -4.41026
C 3.98323 1.91120 -4.26730
O 4.18362 2.32488 -5.59981
C 3.20884 1.69770 -6.31614
O 2.88257 2.01153 -7.44880
O 2.63519 0.67795 -5.60727
F 5.18796 1.83852 -3.65820
H 4.12704 -0.23267 -4.52634
H 2.72624 0.30178 -3.56966
H 3.34617 2.63561 -3.74873
C 5.53612 1.50330 1.47081
C 5.59566 0.79938 2.78330
O 4.30446 0.25128 2.92215
C 3.87396 0.03100 1.64825
O 2.92603 -0.68029 1.35953
O 4.63928 0.69867 0.73176
F 5.79676 1.67644 3.79225
H 5.13112 2.51758 1.55206
H 6.51239 1.55360 0.98115
H 6.34222 -0.00061 2.83011
C -4.06388 -5.45903 -1.61880
C -4.00434 -6.16296 -0.30631
O -5.29554 -6.71105 -0.16746
C -5.72604 -6.93134 -1.44136
O -6.67397 -7.64263 -1.73008
O -4.96072 -6.26366 -2.35786
F -3.80324 -5.28590 0.70264
H -4.46888 -4.44476 -1.53755
H -3.08761 -5.40874 -2.10846
H -3.25778 -6.96295 -0.25950

## Properties
M, g/mol: 747.5
Kohn-Sham gap, eV: 8.6
Net charge: +1
Calculated total energy, eV: -138575.9390

Here are the Mulliken charges for atoms 1 to 8, given in e:
1 C -1.090
2 C 0.341
3 C -0.797
4 C 0.822
5 C 0.528
6 C -0.044
7 C -0.430
8 C -0.810

---

[2]
# C10H10AgF6N3O3

C10H10AgF6N3O3 as an isolated structure (ωB97M-V/def2-TZVPD, the Open Molecules 2025 dataset).

Geometry (Å):
Ag -1.18093 -0.23525 1.28848
C -1.11863 5.16117 0.38032
N -0.96789 3.83405 0.92745
C -0.34557 2.80084 0.32844
N 0.06160 2.99113 -0.96086
O -0.06486 1.77152 0.94695
H -1.55860 5.81015 1.13385
H -1.77992 5.16364 -0.49143
H -0.14122 5.56326 0.09829
H -1.25652 3.66381 1.87647
H -0.45960 3.63202 -1.53539
H 0.40651 2.16450 -1.42389
F 5.32777 -2.59648 -1.08803
C 4.36680 -3.42528 -0.66432
F 4.10028 -4.25590 -1.68307
F 4.91338 -4.17937 0.30279
C 3.13283 -2.70344 -0.18487
C 2.04200 -3.43771 0.26247
C 0.92557 -2.74553 0.71084
N 0.86674 -1.42026 0.74336
C 1.91089 -0.72568 0.31463
C 3.06959 -1.31627 -0.16797
H 2.06075 -4.51477 0.25832
H 0.04558 -3.27244 1.05263
H 1.81434 0.34978 0.37122
H 3.89400 -0.71657 -0.51547
F -4.94021 -2.49863 -0.89939
C -4.79868 -1.19492 -0.63121
F -4.82313 -0.56091 -1.81679
F -5.90195 -0.81456 0.03491
C -3.50289 -0.85165 0.16117
O -3.26861 0.35565 0.28656
O -2.82942 -1.79588 0.58356

## Properties
M, g/mol: 442.1
Kohn-Sham gap, eV: 8.7
Net charge: 0
Calculated total energy, eV: -41451.3472

Here are the Mulliken charges for atoms 1 to 8, given in e:
1 Ag 0.367
2 C -0.996
3 N -0.148
4 C 0.769
5 N -0.422
6 O -0.710
7 H 0.319
8 H 0.305

---

[3]
# C3H4N2O2

One molecule with the formula C3H4N2O2 in a non-equilibrium geometry (ωB97M-V/def2-TZVPD, the Open Molecules 2025 dataset).

Geometry (Å):
O -0.15006 0.43632 2.24474
N 0.08915 1.38824 1.19604
C 0.15925 0.73646 0.12000
C -0.07416 -0.72743 -0.07974
C -0.02053 -0.70517 -1.58050
N 0.27264 0.42876 -2.11070
O 0.42672 1.37416 -1.08828
H -0.04537 0.94099 3.02318
H -1.07500 -0.95396 0.16236
H 0.59606 -1.42123 0.43884
H -0.17871 -1.49714 -2.32594

## Properties
M, g/mol: 100.1
Kohn-Sham gap, eV: 10.2
Net charge: 0
Calculated total energy, eV: -10247.4108
ΔE to the lowest compared entry with this formula, charge and spin, kcal per mole: 111.9
SMILES: O/N=C1\CC=NO1

Here are the Mulliken charges for atoms 1 to 8, given in e:
1 O -0.387
2 N -0.532
3 C 0.500
4 C -0.155
5 C -0.251
6 N -0.281
7 O -0.220
8 H 0.348

---

[4]
# C5H11N2S

An isolated ion of composition C5H11N2S and charge +1 in a non-equilibrium geometry (ωB97M-V/def2-TZVPD, the Open Molecules 2025 dataset).

Geometry (Å):
C -0.20018 -0.73005 1.42193
C -1.42755 -0.92155 0.61064
C 0.40805 0.67025 -0.10643
C 1.68995 1.45181 0.13226
C 0.27936 -0.43112 -1.22619
N -0.69000 1.50516 -0.22028
N -0.83964 -1.47912 -0.73421
S -2.19732 0.58667 -0.15180
H -0.29735 0.06520 2.14948
H -2.20983 -1.64092 1.10138
H 2.58385 0.75223 0.46045
H 1.37502 2.14831 0.92267
H 2.04373 1.99499 -0.62006
H 1.32192 -0.83378 -1.26629
H 0.04263 -0.18473 -2.31529
H -0.79626 2.27072 0.31902
H -0.17240 -2.26656 -0.53284
H -1.54899 -1.55891 -1.48327
H 0.63502 -1.39861 1.53882

## Properties
M, g/mol: 131.2
Kohn-Sham gap, eV: 9.5
Net charge: +1
Calculated total energy, eV: -19168.7337
ΔE to the lowest compared entry with this formula, charge and spin, kcal per mole: 95.8

Here are the Mulliken charges for atoms 1 to 8, given in e:
1 C -0.975
2 C 0.111
3 C 0.785
4 C -1.454
5 C -0.789
6 N -0.394
7 N -0.275
8 S -0.039